# 1
142
Properties=species:S:1:pos:R:3:forces:R:3 method="wB97M-V/def2-TZVPD" total_charge=0 energy_ha=-6931.79133 smiles="CCOS(C)(=O)=O.CCOS(C)(=O)=O.CCOS(C)(=O)=O.CCOS(C)(=O)=O.CCOS(C)(=O)=O.CCOS(C)(=O)=O.CCOS(C)(=O)=O.CCOS(C)(=O)=O.CCOS(C)(=O)=O.C[N+](=O)[O-]" homo_ha=-0.3872
C -2.568 -3.282 1.353 0.39 -1.65 -2.01
N -2.697 -2.433 2.489 -1.11 2.04 -0.92
O -2.790 -2.944 3.572 0.20 0.33 1.03
O -2.714 -1.231 2.184 0.22 -1.24 1.64
H -2.930 -4.303 1.475 0.14 0.16 0.76
H -1.491 -3.287 1.187 -0.05 -0.14 -0.49
H -3.107 -2.891 0.490 0.37 0.50 0.23
O 4.591 2.296 1.346 2.18 -2.94 -0.97
S 5.420 1.113 0.948 -0.78 2.59 0.86
O 4.767 -0.151 0.749 0.12 0.18 0.11
O 6.228 1.485 -0.420 -0.17 0.18 1.10
C 5.509 1.240 -1.661 -1.08 -0.67 0.01
C 5.924 2.143 -2.760 2.57 1.37 -1.36
C 6.835 0.965 2.162 -1.24 0.35 -1.42
H 4.442 1.423 -1.530 -0.11 -0.16 0.45
H 5.637 0.178 -1.869 0.01 0.10 -0.28
H 5.540 2.025 -3.773 -1.32 -0.35 0.51
H 6.958 2.069 -3.096 0.70 -0.82 0.70
H 5.980 3.207 -2.527 -0.99 0.05 0.42
H 6.412 0.744 3.143 -0.21 -0.09 -0.24
H 7.274 1.963 2.166 0.26 -0.25 -0.05
H 7.469 0.162 1.788 0.08 0.26 0.14
O -5.698 0.599 3.801 2.18 -0.60 2.47
S -4.781 0.449 4.965 -0.88 0.57 -0.96
O -4.698 -0.823 5.713 0.13 2.96 -1.59
O -3.226 0.851 4.492 -2.09 -1.82 0.75
C -3.014 2.071 3.796 0.75 1.69 1.34
C -2.207 2.962 4.782 -0.26 0.71 -0.55
C -5.320 1.907 6.100 0.71 -1.57 -0.38
H -3.947 2.557 3.511 -0.09 -0.24 -0.05
H -2.390 1.951 2.910 -0.33 -0.65 -0.10
H -2.523 2.935 5.825 -0.15 -0.61 -0.03
H -2.346 4.017 4.544 0.16 0.11 -0.41
H -1.136 2.771 4.720 -0.06 -0.13 0.10
H -4.774 1.888 7.042 0.08 -0.27 -0.14
H -6.370 1.669 6.275 0.07 0.18 -0.13
H -5.170 2.877 5.626 -0.10 -0.35 -0.34
O 2.624 -0.113 4.722 -2.16 -1.82 1.68
S 1.679 -1.103 5.292 -0.59 -0.77 -0.90
O 1.745 -2.495 4.791 0.01 2.38 1.08
O 1.890 -1.098 6.961 -0.64 0.46 -1.68
C 1.279 -2.140 7.730 0.07 -2.02 1.97
C 1.379 -1.890 9.264 0.30 1.23 -0.74
C -0.235 -0.558 5.123 2.72 -0.01 0.39
H 1.824 -3.072 7.575 0.19 0.07 -0.41
H 0.241 -2.444 7.593 -0.28 0.89 -1.10
H 0.811 -1.016 9.582 0.20 0.42 -0.31
H 2.434 -1.734 9.489 -0.10 -0.04 0.40
H 0.935 -2.650 9.909 0.31 -0.63 -0.60
H -0.305 0.189 5.914 -0.36 -0.15 -0.09
H -0.846 -1.452 5.247 0.18 0.18 0.02
H -0.309 -0.095 4.139 -0.01 -0.20 0.05
O -2.574 -0.530 -0.556 2.26 0.10 0.35
S -1.217 -0.021 -0.368 0.35 2.06 -1.21
O -1.033 1.187 0.463 -0.13 -2.20 -1.12
O -0.207 -1.179 0.078 -0.64 0.50 0.60
C 1.252 -0.991 0.299 -0.59 -2.03 -0.27
C 1.662 -2.330 0.958 1.25 0.40 -0.12
C -0.501 0.369 -2.067 -1.00 -0.60 1.90
H 1.587 -0.109 0.845 -0.78 -0.01 0.35
H 1.712 -0.936 -0.688 -0.03 0.02 -0.09
H 1.595 -3.245 0.370 -0.58 0.38 -0.67
H 1.252 -2.607 1.929 -0.19 0.74 0.09
H 2.743 -2.232 1.066 0.20 0.04 0.45
H -1.304 1.014 -2.423 0.66 0.29 -0.40
H -0.409 -0.529 -2.679 -0.30 0.00 0.23
H 0.497 0.775 -1.908 -0.37 0.46 -0.15
O 1.464 -6.119 6.331 -0.43 -1.14 -0.81
S 1.203 -6.765 5.074 -1.73 -0.74 -2.18
O 2.222 -7.312 4.226 0.54 0.36 0.56
O 0.107 -8.025 5.200 0.60 2.49 2.06
C 0.070 -9.070 4.288 -0.54 -1.11 -2.42
C -1.387 -9.614 4.240 0.03 0.81 0.88
C 0.177 -5.644 4.041 -0.04 -0.01 1.59
H 0.863 -9.795 4.474 -0.38 -0.32 0.57
H 0.297 -8.774 3.264 0.21 0.66 -0.06
H -2.113 -9.039 3.666 0.65 0.44 -0.77
H -1.799 -9.370 5.218 0.01 -1.10 0.46
H -1.512 -10.639 3.890 0.31 -0.06 0.53
H -0.442 -5.131 4.778 0.21 0.37 0.02
H -0.568 -6.136 3.416 0.74 -0.42 -0.30
H 0.861 -4.946 3.559 -0.18 -0.13 -0.09
O 4.203 -0.276 -5.296 -3.90 0.24 0.65
S 2.700 -0.318 -5.221 1.00 1.03 -0.47
O 1.884 0.174 -4.056 2.62 -1.33 -3.48
O 2.089 0.410 -6.634 1.38 -0.66 3.55
C 2.822 0.187 -7.851 -1.62 0.84 -0.30
C 1.642 0.410 -8.789 -0.01 -0.41 -1.26
C 2.169 -1.974 -5.685 -0.03 -0.09 1.34
H 3.304 -0.789 -7.907 -0.19 -0.01 0.03
H 3.558 0.970 -8.031 0.15 -0.10 0.36
H 0.749 -0.183 -8.592 0.39 -0.66 0.32
H 1.956 0.185 -9.809 -0.15 0.31 -0.22
H 1.212 1.408 -8.710 0.67 0.29 -0.09
H 2.572 -2.713 -4.992 0.12 0.28 0.29
H 2.509 -2.305 -6.666 -0.34 0.59 -0.05
H 1.097 -1.907 -5.495 -0.05 -0.29 -0.59
O 3.359 6.199 3.658 -0.20 -0.85 -0.54
S 2.789 4.889 3.494 -0.29 -0.69 1.08
O 1.509 4.593 4.138 1.19 0.37 -1.22
O 2.753 4.556 1.908 0.03 0.65 1.68
C 1.877 3.479 1.535 0.11 -0.73 0.05
C 1.962 3.353 0.053 -1.17 0.32 -1.19
C 3.923 3.621 4.125 -0.19 1.11 0.50
H 0.904 3.648 1.996 -0.13 0.12 -0.53
H 2.239 2.517 1.897 0.25 0.13 0.59
H 2.946 3.045 -0.298 -0.11 0.07 0.21
H 1.635 4.241 -0.488 0.38 0.44 0.21
H 1.196 2.657 -0.286 0.14 -0.56 0.18
H 4.906 3.740 3.670 -0.37 -0.56 -0.54
H 3.391 2.669 4.137 0.45 -0.09 -0.57
H 4.105 3.868 5.171 -0.39 0.28 0.12
O -4.713 5.403 -1.722 -0.39 -1.36 -0.84
S -4.903 4.356 -2.699 0.89 -0.48 -1.83
O -6.197 3.852 -3.132 1.07 0.75 1.08
O -4.139 4.917 -4.062 -1.50 0.25 2.30
C -4.471 4.252 -5.251 0.02 -0.14 -1.54
C -4.296 5.269 -6.325 1.93 1.82 -1.28
C -3.756 2.929 -2.440 -1.26 1.57 0.95
H -5.459 3.807 -5.370 -0.04 -0.03 0.97
H -3.703 3.487 -5.366 -0.21 -0.31 -0.36
H -4.759 6.255 -6.366 -1.54 -0.50 0.70
H -4.289 4.931 -7.361 -0.12 -0.53 0.14
H -3.316 5.718 -6.158 0.77 -0.51 -0.22
H -3.735 2.277 -3.314 -0.08 0.23 0.08
H -4.185 2.455 -1.558 0.32 -0.36 -0.05
H -2.831 3.452 -2.195 0.15 -0.43 -0.10
O -1.451 0.818 -4.938 -2.15 -0.40 -2.63
S -2.581 0.583 -5.860 -2.05 -0.17 1.25
O -3.969 0.842 -5.332 3.65 -0.37 -1.71
O -2.324 1.389 -7.271 2.72 -0.78 4.04
C -3.252 1.395 -8.252 -2.47 0.34 -2.49
C -2.650 1.039 -9.620 -0.40 0.92 0.94
C -2.603 -1.184 -6.499 0.57 1.00 1.54
H -3.633 2.416 -8.275 -0.35 0.02 -0.26
H -4.110 0.747 -8.072 -0.01 -0.16 0.41
H -2.048 1.903 -9.903 0.49 -0.43 -0.22
H -3.479 1.003 -10.327 0.13 -0.37 -0.09
H -2.095 0.105 -9.533 0.05 0.11 -0.41
H -1.623 -1.554 -6.195 0.05 -0.06 -0.34
H -2.789 -1.319 -7.564 -0.10 0.38 0.24
H -3.335 -1.657 -5.844 -0.15 -0.03 -0.34

***

# 2
87
Properties=species:S:1:pos:R:3:forces:R:3 method="wB97M-V/def2-TZVPD" total_charge=-1 energy_ha=-3538.21276 homo_ha=-0.1753
C -1.396 -2.445 1.406 -0.26 0.30 0.12
C -2.841 -2.442 0.890 0.07 -0.13 0.05
O -2.886 -2.419 -0.509 -0.01 0.05 0.02
B -3.470 -1.244 -1.176 0.42 -0.02 -0.28
C -2.673 0.135 -0.814 0.23 0.19 0.10
C -1.189 0.103 -1.234 -0.17 0.05 0.14
C -0.391 1.362 -0.823 0.07 -0.08 -0.05
C 0.592 1.161 0.353 -0.06 0.05 0.07
N 0.167 1.709 1.654 -0.15 -0.04 -0.11
C -3.477 -1.569 -2.782 -0.26 0.07 -0.08
C -3.991 -0.458 -3.735 0.05 -0.14 -0.18
C -2.945 0.145 -4.701 -0.02 -0.02 -0.01
S -2.349 1.792 -4.229 -0.22 0.04 0.21
C -3.728 2.837 -4.478 0.04 0.10 -0.14
S -5.077 2.419 -5.292 0.12 0.04 0.11
N -3.590 4.138 -3.888 0.15 -0.27 0.06
C -3.683 4.125 -2.421 -0.17 0.04 0.07
C -5.024 3.607 -1.909 0.13 -0.02 0.11
C -2.487 4.957 -4.410 0.05 0.00 -0.21
C -1.143 4.912 -3.672 -0.02 0.00 0.08
P -5.373 -1.101 -0.561 -0.37 -0.29 0.44
O -5.988 -2.246 0.179 0.18 0.50 -0.34
O -6.380 -0.691 -1.805 -0.05 -0.19 0.08
O -5.512 0.282 0.354 0.03 -0.14 -0.17
H -0.992 -1.424 1.439 0.02 -0.17 -0.08
H -0.752 -3.035 0.753 -0.08 -0.04 0.10
H -1.363 -2.842 2.430 0.08 -0.01 -0.11
H -3.365 -3.341 1.248 0.06 0.09 -0.06
H -3.380 -1.582 1.316 0.04 -0.12 0.06
H -3.142 1.016 -1.283 0.01 -0.05 0.03
H -2.711 0.347 0.270 -0.05 -0.05 -0.14
H -1.114 -0.033 -2.318 -0.06 0.00 0.04
H -0.711 -0.783 -0.795 -0.08 0.08 -0.11
H -1.101 2.152 -0.538 0.10 -0.02 -0.11
H 0.169 1.746 -1.688 -0.07 -0.05 0.10
H 0.769 0.090 0.506 0.10 0.13 -0.10
H 1.558 1.623 0.117 -0.07 -0.10 0.04
H -0.705 1.260 1.920 0.02 -0.04 0.03
H -0.077 2.686 1.527 0.04 0.01 0.03
H -4.095 -2.464 -2.948 0.17 0.07 0.04
H -2.454 -1.867 -3.056 -0.08 0.06 0.02
H -4.796 -0.861 -4.360 0.08 0.11 0.10
H -4.456 0.360 -3.175 0.11 -0.08 -0.04
H -2.033 -0.462 -4.725 -0.10 0.08 0.00
H -3.323 0.240 -5.723 0.02 -0.04 0.15
H -2.872 3.532 -1.975 -0.03 0.03 -0.01
H -3.548 5.167 -2.103 -0.01 -0.15 -0.01
H -5.264 2.634 -2.345 0.01 0.10 0.02
H -5.834 4.305 -2.136 0.07 -0.12 -0.06
H -4.969 3.458 -0.825 -0.02 0.07 -0.13
H -2.336 4.658 -5.454 -0.04 0.06 0.13
H -2.847 5.994 -4.438 0.07 -0.10 0.07
H -0.429 5.563 -4.190 -0.09 -0.10 0.05
H -0.725 3.903 -3.629 -0.04 0.12 -0.06
H -1.233 5.275 -2.643 0.00 -0.03 -0.14
H -6.431 0.262 -1.910 0.06 0.12 -0.01
H -6.262 0.127 0.941 -0.07 0.01 0.11
C 3.361 -4.673 3.735 0.03 0.02 0.02
C 2.376 -3.697 4.394 0.00 0.00 -0.01
C 2.450 -2.382 3.614 -0.07 0.04 0.10
S 2.915 -2.828 1.936 -0.17 0.03 0.32
O 4.222 -2.276 1.676 0.13 0.06 -0.37
O 1.822 -2.581 1.036 0.15 0.03 -0.20
C 3.099 -4.584 2.236 0.01 -0.08 0.04
H 3.228 -5.692 4.098 0.00 0.00 0.00
H 4.388 -4.366 3.948 -0.01 0.01 -0.01
H 1.364 -4.104 4.342 0.00 0.00 -0.02
H 2.615 -3.536 5.445 0.00 0.00 0.00
H 1.503 -1.848 3.560 0.01 0.01 -0.03
H 3.237 -1.727 3.985 0.03 -0.04 -0.04
H 3.909 -4.952 1.611 0.00 0.04 -0.03
H 2.157 -5.056 1.953 -0.01 0.02 0.00
C 8.596 0.570 3.251 -0.01 0.00 -0.01
C 7.485 0.850 2.227 0.01 -0.02 0.01
C 6.754 -0.469 1.958 -0.05 0.14 -0.04
S 6.931 -1.439 3.459 -0.12 -0.10 0.28
O 7.731 -2.607 3.180 -0.01 -0.01 -0.02
O 5.676 -1.580 4.154 0.03 -0.06 0.08
C 7.941 -0.256 4.352 0.12 0.13 -0.14
H 9.026 1.491 3.644 0.00 0.00 -0.01
H 9.401 -0.005 2.786 0.00 0.00 0.00
H 6.787 1.580 2.641 0.00 -0.01 0.01
H 7.884 1.265 1.302 -0.01 0.01 0.00
H 5.690 -0.364 1.761 0.01 -0.06 -0.02
H 7.215 -1.049 1.162 0.00 -0.04 0.03
H 8.630 -0.808 4.987 -0.02 -0.04 -0.01
H 7.267 0.348 4.959 -0.02 -0.03 0.00

***

# 3
15
Properties=species:S:1:pos:R:3:forces:R:3 method="wB97M-V/def2-TZVPD" total_charge=0 energy_ha=-395.97661 homo_ha=-0.3257 relative_energy_ev=4.6748
C -0.052 -2.090 -1.071 3.15 2.04 -1.51
C -0.585 -0.678 -1.470 -1.37 -1.07 -0.81
C 0.616 0.798 1.504 -2.48 -0.03 1.24
C 0.709 0.746 0.024 2.06 -0.94 0.18
H 0.971 -1.717 -0.678 -1.31 -1.79 -0.11
H -0.709 -2.513 -0.396 -0.91 -0.89 1.87
H 0.090 -2.867 -1.915 -0.19 1.76 1.00
H 0.099 -0.262 -2.245 -0.99 -0.15 0.40
H -1.652 -0.881 -1.806 1.24 1.23 0.16
H 1.333 0.985 2.350 -0.61 -0.05 -1.48
H 2.613 0.836 -0.089 -2.07 0.19 -1.96
N -0.536 0.370 -0.396 0.06 -0.33 -0.68
N -0.630 0.547 1.869 2.02 -0.05 -1.34
N 1.742 0.772 -0.765 1.33 0.20 2.65
O -1.362 0.243 0.738 0.06 -0.12 0.40

***

HOMO-LUMO gap, record by record: 10.2; 6.6; 9.2 eV